No. 1
Entry from the Open Molecules 2025 dataset: a cluster of 10 separate species, C32H88O38P8 in total in a non-equilibrium geometry (wB97M-V/def2-TZVPD).

Results
frontier orbital gap: 10.67 eV
energy relative to the best compared isomer or geometry (same formula, charge and spin): 49.46 kcal per mole
SMILES: COP(=O)(OC)OC.COP(=O)(OC)OC.COP(=O)(OC)OC.COP(=O)(OC)OC.COP(=O)(OC)OC.COP(=O)(OC)OC.COP(=O)(OC)OC.COP(=O)(OC)OC.CCOC(=O)OC.CCOC(=O)OC

```
! RIJCOSX wB97M-V def2-TZVPD def2/J DEFGRID3
* xyz 0 1
C 13.791 -20.014 3.800
O 14.566 -20.925 3.021
P 14.426 -22.496 3.238
O 13.166 -23.051 2.737
O 15.782 -23.127 2.679
C 15.835 -24.020 1.550
O 14.594 -22.584 4.826
C 14.317 -23.785 5.535
H 12.900 -19.731 3.242
H 14.411 -19.133 3.967
H 13.490 -20.364 4.787
H 14.974 -23.781 0.928
H 15.837 -25.062 1.865
H 16.778 -23.813 1.049
H 13.606 -23.572 6.331
H 15.209 -24.164 6.043
H 14.034 -24.605 4.875
C 25.714 -12.904 5.354
O 24.303 -12.730 5.506
P 23.609 -11.361 5.029
O 23.711 -10.926 3.621
O 22.081 -11.698 5.348
C 21.246 -12.071 4.271
O 23.980 -10.310 6.175
C 25.237 -9.630 6.056
H 26.220 -12.672 6.293
H 26.171 -12.265 4.593
H 25.885 -13.928 5.035
H 20.200 -11.880 4.535
H 21.346 -13.133 4.048
H 21.284 -11.452 3.374
H 25.974 -10.357 5.711
H 25.660 -9.427 7.043
H 25.191 -8.697 5.505
C 22.604 -24.580 6.365
O 21.770 -24.219 5.258
P 20.228 -24.723 5.262
O 19.716 -25.034 6.608
O 19.562 -23.510 4.520
C 19.349 -23.382 3.118
O 20.197 -25.922 4.202
C 20.851 -27.143 4.562
H 22.012 -24.778 7.261
H 23.444 -23.931 6.580
H 22.933 -25.609 6.160
H 18.401 -22.874 2.967
H 19.373 -24.348 2.611
H 20.197 -22.851 2.676
H 21.077 -27.282 5.617
H 21.801 -27.105 4.019
H 20.348 -28.017 4.155
C 11.525 -15.546 5.229
O 12.649 -14.720 5.588
P 14.072 -15.361 5.697
O 14.601 -15.928 4.448
O 13.907 -16.395 6.876
C 14.907 -17.397 7.071
O 15.077 -14.234 6.238
C 14.723 -13.332 7.281
H 11.673 -16.621 5.319
H 11.082 -15.247 4.287
H 10.825 -15.362 6.047
H 15.852 -16.855 7.173
H 14.884 -18.122 6.260
H 14.711 -17.813 8.059
H 15.471 -13.421 8.070
H 13.736 -13.558 7.687
H 14.736 -12.301 6.929
C 14.263 -19.914 -0.360
O 15.474 -19.252 -0.733
P 16.668 -19.253 0.333
O 17.903 -18.496 0.047
O 16.915 -20.826 0.502
C 18.106 -21.223 1.189
O 15.916 -18.816 1.671
C 16.716 -18.606 2.831
H 14.354 -20.510 0.550
H 14.018 -20.690 -1.089
H 13.455 -19.194 -0.268
H 18.588 -22.081 0.717
H 17.831 -21.548 2.193
H 18.892 -20.470 1.208
H 17.736 -18.324 2.567
H 16.720 -19.533 3.410
H 16.327 -17.835 3.498
C 13.557 -24.829 12.002
O 13.781 -25.629 10.869
P 14.424 -24.914 9.567
O 13.732 -23.719 9.075
O 15.940 -24.683 10.065
C 16.740 -23.998 9.045
O 14.569 -26.154 8.536
C 13.372 -26.721 8.047
H 13.858 -23.783 11.977
H 13.992 -25.280 12.900
H 12.506 -24.848 12.316
H 17.333 -23.248 9.564
H 16.159 -23.472 8.294
H 17.499 -24.703 8.713
H 12.625 -26.943 8.816
H 13.642 -27.537 7.381
H 12.813 -25.977 7.455
C 18.610 -14.789 10.116
O 19.859 -14.782 10.816
P 21.033 -13.816 10.273
O 22.278 -13.855 11.041
O 21.197 -14.338 8.786
C 21.998 -13.582 7.869
O 20.399 -12.321 10.001
C 21.128 -11.182 10.489
H 18.594 -14.013 9.348
H 17.829 -14.482 10.815
H 18.323 -15.756 9.709
H 22.719 -12.910 8.339
H 21.296 -12.817 7.508
H 22.285 -14.139 6.989
H 22.066 -11.446 10.973
H 20.449 -10.607 11.118
H 21.322 -10.613 9.574
C 27.228 -16.543 7.436
O 25.888 -16.136 7.673
P 24.723 -16.957 6.944
O 24.781 -18.427 7.026
O 23.390 -16.430 7.624
C 23.196 -16.737 9.007
O 24.634 -16.329 5.496
C 23.614 -16.767 4.581
H 27.376 -17.603 7.228
H 27.896 -16.288 8.258
H 27.637 -16.015 6.570
H 22.915 -15.841 9.571
H 24.064 -17.184 9.493
H 22.364 -17.442 9.065
H 24.082 -17.556 3.982
H 23.420 -15.936 3.911
H 22.759 -17.281 5.015
C 21.871 -20.357 5.525
C 20.747 -20.751 6.493
O 21.267 -21.720 7.390
C 20.368 -22.253 8.230
O 19.197 -21.971 8.288
O 21.026 -23.082 9.014
C 20.357 -23.534 10.203
H 22.320 -21.215 5.029
H 22.624 -19.780 6.066
H 21.543 -19.659 4.752
H 19.979 -21.214 5.867
H 20.281 -19.877 6.948
H 19.296 -23.666 10.052
H 20.584 -22.742 10.923
H 20.856 -24.421 10.583
C 17.664 -21.140 5.666
C 17.815 -19.934 6.556
O 18.230 -18.810 5.744
C 18.630 -17.742 6.447
O 18.571 -17.552 7.634
O 19.234 -16.945 5.585
C 19.921 -15.813 6.086
H 18.651 -21.355 5.242
H 16.916 -20.909 4.909
H 17.462 -22.045 6.236
H 18.645 -20.053 7.250
H 16.842 -19.777 7.027
H 19.637 -15.325 7.015
H 19.924 -15.050 5.307
H 20.959 -16.140 6.202
*
```

These are the Mulliken partial charges, in e, on atoms 1 to 99: -0.74, 0.30, 0.40, -0.87, 0.46, -0.88, -0.23, -0.84, 0.30, 0.04, 0.37, 0.38, 0.29, 0.20, 0.31, 0.25, 0.47, -0.79, 0.04, 0.71, -0.75, -0.18, -0.81, -0.23, -0.63, 0.32, 0.46, 0.14, 0.28, 0.26, 0.37, 0.25, 0.28, 0.27, -0.88, -0.29, 0.52, -0.62, 0.18, -0.05, -0.28, -0.81, 0.36, 0.30, 0.35, -0.30, 0.40, 0.31, 0.31, 0.30, 0.28, -0.65, -0.39, 1.05, -0.59, -0.34, -0.11, -0.34, -0.60, 0.27, 0.27, 0.29, 0.16, -0.09, 0.35, 0.15, 0.33, 0.26, -0.11, -0.45, 0.70, -0.75, -0.23, -0.54, -0.02, -1.00, -0.26, 0.30, 0.26, 0.49, -0.24, 0.49, 0.65, 0.30, 0.41, -0.76, -0.37, 1.18, -0.66, -0.39, -0.48, -0.25, -0.72, 0.32, 0.29, 0.30, 0.12, 0.31, 0.29


No. 2
Entry from the Open Molecules 2025 dataset: an isolated molecule of C6H7N2O3P in a non-equilibrium geometry (wB97M-V/def2-TZVPD).

Results
frontier orbital gap: 10.59 eV
SMILES: O=[PH2]N(C(=O)O)c1cccnc1

```
! RIJCOSX wB97M-V def2-TZVPD def2/J DEFGRID3
* xyz 0 1
O -1.062 -1.980 2.153
P -1.754 -1.236 1.096
N -0.759 -0.934 -0.270
C -1.498 -0.734 -1.481
O -2.430 -0.014 -1.593
O -1.042 -1.467 -2.483
C 0.236 0.100 -0.016
C 1.556 -0.274 0.177
C 2.474 0.728 0.435
C 2.035 2.044 0.485
N 0.769 2.413 0.295
C -0.110 1.444 0.052
H -2.856 -1.870 0.506
H -2.220 0.015 1.520
H -0.291 -1.991 -2.177
H 1.827 -1.316 0.136
H 3.516 0.504 0.600
H 2.745 2.832 0.692
H -1.136 1.736 -0.126
*
```

The computed Mulliken charges, all in e, follow: -0.61, 0.42, -0.09, 0.69, -0.50, -0.46, 0.20, -0.48, -0.39, -0.28, -0.58, -0.09, 0.11, 0.08, 0.38, 0.43, 0.39, 0.36, 0.43


No. 3
Entry from the Open Molecules 2025 dataset: an isolated molecule of C5H7NO (wB97M-V/def2-TZVPD).

Results
frontier orbital gap: 9.96 eV
energy relative to the best compared isomer or geometry (same formula, charge and spin): 89.59 kcal per mole
SMILES: OCC#C[C@H]1CN1

```
! RIJCOSX wB97M-V def2-TZVPD def2/J DEFGRID3
* xyz 0 1
O -2.020 -1.723 1.551
C -2.113 -1.638 0.139
C -1.033 -0.766 -0.357
C -0.110 0.012 -0.293
C 0.760 0.942 0.400
C 2.097 1.471 0.048
N 0.933 2.355 0.068
H -1.146 -2.073 1.767
H -2.093 -2.633 -0.321
H -3.088 -1.187 -0.060
H 0.580 0.766 1.458
H 2.565 1.219 -0.899
H 2.783 1.628 0.878
H 0.613 2.541 -0.879
*
```

The computed Mulliken charges, all in e, follow: -0.50, -0.49, 0.04, -0.14, 0.09, -0.36, -0.58, 0.31, 0.29, 0.27, 0.33, 0.26, 0.23, 0.26